(1)
Entry from the Open Molecules 2025 dataset: a molecular structure, C8H26F3InO5S3 (ωB97M-V/def2-TZVPD).

Computed properties:
- net charge = +1
- multiplicity = 2
- E_tot (eV) = -64767.929
- HOMO energy (spin up / spin down) (eV) = -12.036 / -12.093
- ⟨S²⟩ = 0.764

Structure (XYZ):
```
46
Properties=species:S:1:pos:R:3:forces:R:3:mulliken_spin:R:1
H 1.173 3.618 -2.588 -0.8541 -0.0269 -0.0880 0.00
O -2.995 -0.909 -0.453 0.7746 0.4708 0.0732 0.00
C 0.139 -5.040 2.395 0.2593 0.9325 -0.9615 0.00
H -4.330 -0.889 1.156 -0.1684 -0.1615 -0.1485 0.00
H -4.435 3.339 -0.743 -0.1613 -0.1388 0.0933 0.00
O 0.808 1.522 -2.765 -1.3899 -0.3997 0.3430 0.00
H -3.755 -0.544 -0.912 0.2364 0.0139 -0.3193 0.00
H -2.680 -1.298 1.560 0.1040 -0.2119 -0.2982 0.00
H 3.873 -0.249 -2.010 -0.0577 0.2026 0.1534 0.00
H 1.266 2.672 -1.055 -0.3242 -0.3495 -0.2626 0.00
C -3.840 2.427 -0.698 0.7730 0.4940 0.1139 0.00
C 1.377 2.645 -2.139 2.1403 0.0665 -0.5884 0.00
C -3.455 -1.437 0.807 0.1281 -0.1183 -0.5462 0.00
H -1.627 -2.447 4.172 0.2502 0.4809 -0.2644 0.00
C -0.757 -3.044 3.898 -1.0166 0.4364 -1.1278 0.00
O 2.140 0.384 -0.088 -0.8380 -0.1163 -0.0811 -0.01
H -2.076 4.621 -0.407 -0.3397 -0.3989 0.0377 0.00
H 1.083 -4.563 2.657 0.0762 -0.1589 0.0451 0.00
O -0.510 -2.564 1.174 0.0039 -1.6277 1.1081 0.02
C 4.428 -0.454 -1.095 0.4986 0.1097 0.7400 0.00
S 3.583 0.329 0.367 0.3995 -0.4158 -1.0377 0.00
F -1.078 -3.479 -1.886 0.1377 0.2807 0.0634 0.98
H -3.668 -2.472 0.541 -0.2299 -0.1613 1.0133 0.00
H 0.249 -5.555 1.441 -0.0613 -0.0622 0.1130 0.00
In -0.125 -0.816 -1.139 1.0788 2.0593 1.4448 0.02
S -2.483 2.652 -1.961 -0.1229 -0.4386 2.0254 0.00
H 3.394 2.729 0.054 -0.3504 -0.3124 0.3316 0.00
F 1.819 -1.453 -3.306 -1.6679 0.4226 1.8156 0.00
H 1.221 1.424 -3.626 0.0358 -0.3737 -0.0375 0.00
H 4.499 -1.531 -0.944 -0.5485 0.0065 0.2164 0.00
O -1.755 1.328 -1.945 0.2648 -0.2422 -0.1650 0.00
H 4.696 2.404 1.211 -0.2282 -0.5238 0.1915 0.00
H -0.839 3.298 -0.251 -0.3862 -0.1808 0.1562 0.00
S -1.057 -3.649 2.154 0.4217 0.3189 0.1554 0.00
H -3.370 2.318 0.279 0.2198 0.2803 -0.0156 0.00
C -1.478 3.870 -0.923 -0.0009 -0.2985 -0.7689 0.00
H -4.447 1.527 -0.789 0.0696 0.2118 -0.8583 0.00
F -0.371 0.230 1.572 -0.0439 -0.6307 -2.1590 -0.01
C 4.213 2.053 0.299 0.0531 0.4955 -0.8655 0.00
H 4.910 2.241 -0.518 0.1764 -0.5191 -0.0525 0.00
H 2.428 2.506 -2.390 0.5743 0.4772 0.7957 0.00
H 5.476 -0.153 -1.130 -0.0924 0.4388 -0.1034 0.00
H -0.819 4.430 -1.586 -0.1250 -0.2119 -0.2600 0.00
H -0.797 -3.854 4.625 0.6381 -0.2325 -0.3850 0.00
H 0.154 -2.453 3.800 -0.0236 -0.1151 0.4881 0.00
H -0.181 -5.720 3.185 -0.2831 0.2281 -0.1235 0.00
```
Positions in Å, forces in eV/Å.

=====

(2)
Entry from the Open Molecules 2025 dataset: a molecular structure, C30H41MgN5O4SSe (ωB97M-V/def2-TZVPD).

Computed properties:
- E_tot (eV) = -129047.882
- HOMO energy (eV) = -8.188
- relative energy (zero: lowest compared OMol25 entry of this formula, charge and spin) (kJ/mol) = 0.0

Structure (XYZ):
```
83
Properties=species:S:1:pos:R:3:forces:R:3:mulliken_charge:R:1
S -1.782 0.968 0.101 -0.0164 -0.0908 -0.0066 2.14
C -5.656 2.702 -1.545 0.0227 0.0376 -0.0371 0.96
H -1.457 -1.728 -1.827 -0.0076 0.0010 0.0010 0.49
H 2.977 -2.271 -0.329 0.0052 -0.0030 -0.0010 0.38
C -4.511 1.158 -0.075 -0.0214 -0.0083 -0.0037 -0.28
C -0.379 -1.092 -5.253 0.0050 -0.0121 0.0048 -0.97
H -2.378 -0.331 -4.882 0.0024 -0.0032 -0.0087 0.39
C 1.078 -0.721 -4.973 0.0008 0.0171 -0.0134 0.26
H 6.841 -0.740 0.965 -0.0012 0.0005 -0.0005 0.36
C -0.846 -1.210 -1.081 -0.0386 0.0246 0.0206 -1.00
H 1.396 -0.589 5.071 -0.0057 -0.0002 -0.0056 0.10
C 1.225 -3.504 1.678 -0.0196 -0.0080 -0.0046 -0.97
C 0.672 2.105 -3.558 0.0754 -0.0236 -0.0131 1.15
H -4.531 0.372 0.667 -0.0127 -0.0038 0.0027 0.49
O 0.994 -2.630 -1.603 -0.0109 0.0134 -0.0565 -0.82
C 0.631 -1.471 -1.431 0.0419 -0.0539 0.0331 0.96
H -4.379 4.012 -2.667 0.0060 -0.0005 -0.0012 0.36
O -0.894 2.139 0.320 0.0194 0.0680 0.0394 -0.85
C -0.218 0.202 6.269 -0.0031 -0.0014 0.0045 -1.32
H -1.161 1.461 -6.105 -0.0140 -0.0010 0.0021 0.31
H 1.751 -1.381 -5.523 0.0047 -0.0012 0.0058 0.45
C 6.050 -0.235 1.524 0.0021 0.0003 0.0002 -1.27
N 0.390 1.641 -4.747 -0.0680 -0.0114 0.0161 -0.04
H -0.811 0.759 3.450 0.0014 -0.0081 0.0046 0.65
C 0.434 -1.397 2.592 0.0109 -0.0023 0.0027 0.47
N 0.803 -0.063 2.472 0.0100 -0.0254 0.0338 1.47
C 0.178 -4.117 2.337 -0.0036 0.0033 0.0071 -0.92
H -1.354 -1.442 3.805 -0.0006 0.0000 0.0019 0.40
C -0.731 -3.381 3.111 0.0062 -0.0072 -0.0048 -0.86
H 0.043 -5.185 2.238 -0.0004 -0.0003 0.0005 0.41
C 4.476 -2.220 1.263 -0.0036 -0.0059 0.0055 -0.77
H 0.603 2.356 4.836 0.0009 -0.0016 0.0020 0.55
C -0.626 -2.011 3.245 0.0024 0.0069 0.0017 -0.84
N -1.080 0.222 -1.064 0.0407 0.0112 0.0379 -0.56
H 1.883 0.633 6.217 0.0004 -0.0001 -0.0013 0.44
H -0.149 -0.593 7.012 0.0016 0.0012 0.0007 0.37
H -6.812 4.289 -2.430 0.0008 -0.0004 -0.0001 0.37
O -2.107 0.182 1.271 -0.0154 0.0257 -0.0135 -0.75
C 5.157 -1.250 2.227 0.0024 0.0023 -0.0015 -0.03
H -7.221 2.680 -3.017 0.0012 0.0014 -0.0012 0.28
H -0.480 1.126 6.790 0.0002 -0.0001 -0.0007 0.39
Se 2.622 1.631 1.047 0.0199 0.0127 0.0125 -0.27
C -1.028 1.324 -5.029 0.0352 0.0097 -0.0310 -1.09
H -7.750 3.188 -1.417 -0.0003 -0.0024 -0.0007 0.38
C 1.094 0.367 5.510 0.0016 -0.0010 0.0067 -0.13
H -1.286 -0.154 -3.517 0.0225 -0.0070 0.0031 -0.71
Mg 0.747 1.315 -0.815 -0.0491 -0.0082 -0.0933 1.35
H -6.640 1.296 -0.264 -0.0006 0.0006 -0.0023 0.37
H 1.306 -0.840 -3.912 -0.0058 -0.0131 0.0017 -0.31
H 3.685 -0.688 -0.076 -0.0011 -0.0004 -0.0030 0.56
H -2.282 3.095 -1.731 -0.0082 -0.0226 0.0045 0.53
C -4.416 3.201 -1.949 -0.0632 -0.0105 0.0085 -0.86
H 4.070 -3.071 1.817 0.0025 0.0024 0.0019 0.30
H 5.483 0.385 0.829 -0.0023 -0.0018 0.0002 0.24
H 4.396 -0.728 2.818 0.0027 0.0021 -0.0017 -0.04
H -0.551 -1.108 -6.336 0.0056 0.0006 -0.0019 0.41
H 2.037 1.694 4.081 0.0016 -0.0018 -0.0005 0.24
C -3.295 1.661 -0.498 0.0434 0.0880 -0.0735 -0.60
H -0.575 -2.099 -4.885 -0.0050 0.0014 0.0021 0.41
C -5.685 1.684 -0.601 0.0244 -0.0415 0.0402 -0.86
H 5.216 -2.629 0.570 0.0004 0.0034 -0.0051 0.51
O 1.391 -0.432 -1.506 0.0174 -0.0108 0.0345 -0.85
N 0.936 2.556 -2.521 -0.0491 0.0153 0.0269 -0.78
C 0.205 1.057 3.200 -0.0129 0.0215 -0.0204 -1.34
H 6.524 0.435 2.242 -0.0008 -0.0020 0.0013 0.36
H -1.548 -3.898 3.597 -0.0002 -0.0005 -0.0004 0.43
C -3.241 2.688 -1.434 0.0101 -0.0026 0.0317 -0.61
H -1.053 -1.683 -0.115 0.0146 -0.0063 0.0038 0.32
H -1.048 -0.043 5.605 0.0033 -0.0007 -0.0038 0.24
C 3.361 -1.593 0.432 0.0003 -0.0082 0.0190 -1.54
C 1.874 0.026 1.654 -0.0183 -0.0124 -0.0059 -1.07
H 2.362 1.036 -5.092 0.0017 -0.0045 0.0032 0.51
C -6.929 3.248 -2.131 -0.0009 -0.0024 0.0038 -1.48
N 2.230 -1.217 1.280 -0.0065 0.0235 -0.0207 1.74
C 1.032 1.438 4.422 -0.0023 0.0038 0.0000 -0.73
C 1.361 0.718 -5.377 0.0022 0.0239 0.0061 -1.06
H -1.650 2.054 -4.512 0.0012 -0.0010 0.0101 0.52
C 1.339 -2.128 1.832 0.0087 0.0105 -0.0229 0.37
H 0.130 1.891 2.507 0.0045 -0.0007 0.0028 0.17
H 1.898 -4.059 1.040 0.0052 0.0038 0.0015 0.50
H 1.253 0.860 -6.455 0.0046 -0.0102 -0.0017 0.34
C -1.346 -0.101 -4.606 -0.0274 0.0131 0.0107 0.73
H 5.752 -1.823 2.942 -0.0012 -0.0040 -0.0012 0.43
```
Positions in Å, forces in eV/Å.

=====

(3)
Entry from the Open Molecules 2025 dataset: a single C6H7BrClN molecule (ωB97M-V/def2-TZVPD).

Computed properties:
- E_tot (eV) = -90383.611
- HOMO energy (eV) = -7.882
- relative energy (zero: lowest compared OMol25 entry of this formula, charge and spin) (kJ/mol) = 526.8

Structure (XYZ):
```
16
Properties=species:S:1:pos:R:3:forces:R:3:nbo_charge:R:1
C -0.430 -1.624 0.167 -0.1358 4.4708 2.0298 -0.16
H 0.110 0.971 -2.634 0.6049 0.9236 1.4929 0.21
H -1.144 1.814 -1.879 1.5252 0.6961 1.0992 0.23
Br 1.302 -0.923 3.685 0.2343 0.1389 0.1273 0.07
C 0.095 -1.723 1.383 -0.9518 -0.2181 0.9733 -0.34
H -1.686 0.036 0.250 0.2424 0.0080 -0.9972 0.24
H 0.821 2.443 -1.529 -2.7968 -1.6781 -0.8865 0.25
C -0.039 1.597 -1.670 1.1213 0.4425 -2.2768 -0.46
Cl 1.957 2.318 0.603 -0.6508 -0.3766 -0.5346 -0.01
H -0.121 -2.214 -0.537 1.1578 -4.4394 -3.6296 0.19
H 0.407 -2.697 1.697 0.7099 -0.5368 0.1204 0.21
C 0.842 0.972 0.527 0.0124 -1.0699 1.1194 0.16
N 0.123 0.736 -0.520 0.1115 0.9347 -0.0581 -0.43
C -0.040 -0.705 2.400 -0.1190 0.6311 -0.7649 -0.10
H -1.304 -0.664 -1.494 0.7568 1.4017 1.7637 0.22
C -0.894 -0.337 -0.449 -1.8221 -1.3286 0.4217 -0.27
```
Positions in Å, forces in eV/Å.

=====

(4)
Entry from the Open Molecules 2025 dataset: a molecular structure, C2H3NO2 (ωB97M-V/def2-TZVPD).

Computed properties:
- E_tot (eV) = -7702.540
- HOMO energy (eV) = -10.437
- relative energy (zero: lowest compared OMol25 entry of this formula, charge and spin) (kJ/mol) = 511.6

Structure (XYZ):
```
8
Properties=species:S:1:pos:R:3:forces:R:3:nbo_charge:R:1
C 1.021 0.408 0.405 0.2032 0.5196 0.1505 0.68
C -0.391 0.196 0.947 -2.2362 2.4859 -2.1366 -0.31
O -0.377 -1.110 -1.590 1.0590 2.5301 2.3412 -0.59
O 2.130 0.684 0.616 1.8979 0.0949 0.4734 -0.48
H -0.762 -0.516 -2.263 0.2509 -0.0841 0.4097 0.47
H -1.265 0.938 0.962 1.3948 -1.2095 1.1250 0.22
N 0.058 0.155 -0.420 -2.0572 -2.5095 -4.1387 -0.20
H -0.415 -0.754 1.342 -0.5124 -1.8274 1.7755 0.21
```
Positions in Å, forces in eV/Å.

=====

(5)
Entry from the Open Molecules 2025 dataset: a single C5H7N molecule (ωB97M-V/def2-TZVPD).

Computed properties:
- E_tot (eV) = -6784.447
- HOMO energy (spin up / spin down) (eV) = -5.857 / -7.046
- relative energy (zero: lowest compared OMol25 entry of this formula, charge and spin) (kJ/mol) = 392.2

Structure (XYZ):
```
13
Properties=species:S:1:pos:R:3:forces:R:3:nbo_charge:R:1
N -0.393 0.660 0.839 -0.0564 -0.0019 0.5603 -0.54
H -0.726 0.687 1.788 0.0667 0.0395 -0.1373 0.41
H -0.206 -2.724 0.140 0.0118 0.1345 0.1636 0.19
H -1.176 -1.941 1.504 0.1430 0.0125 -0.1280 0.18
C -0.158 -0.560 0.165 -0.6561 -0.1002 -0.3609 -0.15
H 0.137 2.714 0.566 0.0456 -0.1661 -0.0485 0.21
H 1.341 1.833 -1.682 -0.1185 -0.0775 0.0958 0.23
C 0.605 -0.159 -1.002 1.0879 0.3170 -0.3458 -0.24
H -1.012 -0.732 -0.576 -0.5895 -0.0896 0.1083 0.34
C -0.360 -1.864 0.787 0.1122 -0.1289 0.1048 -0.54
C 0.231 1.701 0.198 -0.0270 0.2964 0.0433 -0.03
H 0.893 -0.850 -1.782 -0.0376 0.1164 0.0803 0.22
C 0.823 1.234 -0.946 0.0178 -0.3522 -0.1359 -0.31
```
Positions in Å, forces in eV/Å.

=====

(6)
Entry from the Open Molecules 2025 dataset: a gas-phase ion, C3HBr2O2 (charge -1) (ωB97M-V/def2-TZVPD).

Computed properties:
- net charge = -1
- SMILES string = O=C([O-])/C(Br)=C/Br
- E_tot (eV) = -147308.164
- HOMO energy (eV) = -4.681
- relative energy (zero: lowest compared OMol25 entry of this formula, charge and spin) (kJ/mol) = 16.5

Structure (XYZ):
```
8
Properties=species:S:1:pos:R:3:forces:R:3:nbo_charge:R:1
H -1.177 1.051 0.476 -2.1513 -0.1417 0.6666 0.23
O -1.138 -1.581 0.927 -1.1592 0.2779 1.7707 -0.73
Br 0.365 2.849 -0.066 0.5375 1.2500 -0.2593 0.01
C -0.195 1.117 0.184 1.2516 -0.0640 0.2589 -0.34
O -0.168 -1.984 -1.033 0.2814 0.6332 0.3279 -0.76
C 0.506 0.018 0.112 -1.4302 -1.7877 -0.9134 -0.22
C -0.373 -1.344 0.021 1.3103 -0.4080 -1.6959 0.76
Br 2.178 -0.127 -0.621 1.3598 0.2404 -0.1556 0.06
```
Positions in Å, forces in eV/Å.

=====

Q: The highest E_tot belongs to which entry?
A: C5H7N

=====

Q: Look up the E_tot of the second one.
A: -129047.882 eV